This record from OMol25 describes a single C5H7FOS molecule in a non-equilibrium geometry. The level of theory is ωB97M-V/def2-TZVPD.

Structure (XYZ):
```
15
Properties=species:S:1:pos:R:3
O -1.285 -1.134 -0.052
H 0.827 -1.739 -1.806
C 0.068 -0.829 0.145
H -0.790 -0.723 2.134
C -0.048 0.371 -1.849
H -1.269 -2.151 -0.076
H 1.766 -0.399 -1.116
S -0.558 1.626 -0.667
H -0.964 -0.076 -2.368
C 0.180 -0.503 1.518
F 1.195 -0.756 2.388
C 0.218 0.628 0.562
H 0.459 0.912 -2.736
H 1.302 0.785 0.359
C 0.769 -0.792 -1.175
```

LUMO level (eV): 0.685
Spin multiplicity: 1
HOMO-LUMO gap (eV): 9.2703
Charge: 0
E (eV): -20894.70588
HOMO level (eV): -8.585

---

This record from OMol25 describes a single C5H7FS molecule in a non-equilibrium geometry. The level of theory is ωB97M-V/def2-TZVPD.

Structure (XYZ):
```
14
Properties=species:S:1:pos:R:3
H 0.200 2.320 0.592
H 1.491 -1.216 1.380
C 1.691 0.703 0.207
S -2.026 -0.216 0.006
H 2.199 1.121 1.104
C 0.522 1.672 -0.244
F 1.269 -1.556 -0.576
C -0.512 0.593 -0.551
H 0.800 2.252 -1.087
H -0.355 0.348 1.579
C -0.371 -0.249 0.672
H 2.436 0.593 -0.592
H -0.179 0.011 -1.447
C 1.069 -0.713 0.508
```

LUMO level (eV): 0.917
Spin multiplicity: 1
HOMO-LUMO gap (eV): 9.9705
Charge: 0
E (eV): -18848.52106
HOMO level (eV): -9.054

---

This record from OMol25 describes a single C5H7FSi molecule in a non-equilibrium geometry. The level of theory is ωB97M-V/def2-TZVPD.

Structure (XYZ):
```
14
Properties=species:S:1:pos:R:3
Si 0.449 0.392 -0.095
F -0.159 1.873 0.235
C -0.220 0.190 -3.114
C -1.390 -0.807 0.510
C 2.241 0.369 0.640
H 2.887 -0.369 0.113
H 2.327 0.090 1.675
C -2.075 -0.627 1.626
H -2.980 -1.329 1.658
H 2.663 1.377 0.469
H -1.675 -1.501 -0.168
H -0.461 0.119 -4.085
C 0.262 0.314 -1.969
H -1.868 -0.092 2.506
```

LUMO level (eV): 0.715
Spin multiplicity: 1
HOMO-LUMO gap (eV): 10.3815
Charge: 0
E (eV): -15891.75948
HOMO level (eV): -9.666

---

This record from OMol25 describes a molecular structure, C5H7HoLiO3 in a non-equilibrium geometry. The level of theory is ωB97M-V/def2-TZVPD.

Structure (XYZ):
```
17
Properties=species:S:1:pos:R:3
C -0.445 -0.321 0.008
O 0.291 -0.219 -1.073
Li -0.997 -0.784 2.379
H 0.458 2.604 2.497
H 1.190 3.607 1.225
C -1.037 -3.320 -1.376
H -1.857 -2.703 -1.725
H 0.402 -1.349 -1.559
O -0.919 -1.404 0.409
C -0.026 2.053 0.436
H 1.848 1.990 1.556
Ho 0.678 1.951 -1.854
H 0.766 -4.369 -2.050
O -0.415 0.655 0.863
C 0.919 2.575 1.496
H -0.988 2.579 0.518
C 0.131 -3.546 -1.751
```

LUMO level (alpha / beta) (eV): -14.201 / -15.282
Spin multiplicity: 5
HOMO-LUMO gap (alpha / beta) (eV): 5.7135 / 4.6324
<S²>: 6.00
Charge: +3
E (eV): -37408.01815
HOMO level (alpha / beta) (eV): -19.914 / -19.914

---

This record from OMol25 describes a molecular structure, C5H7IN2 in a non-equilibrium geometry. The level of theory is ωB97M-V/def2-TZVPD.

Structure (XYZ):
```
15
Properties=species:S:1:pos:R:3
C -0.277 -1.728 -1.866
H -0.995 0.475 2.813
C 0.082 0.869 0.991
H 0.381 1.594 2.942
H -0.489 -1.495 -2.867
N 1.351 1.801 -0.813
N 0.855 1.584 0.198
C 0.320 -0.603 -1.105
I 2.246 -0.392 -1.904
C -0.147 -0.282 0.124
C -0.421 1.355 2.330
H -0.952 2.237 2.332
H 0.478 -2.479 -1.998
H -1.245 -2.158 -1.543
H -1.186 -0.778 0.366
```

LUMO level (eV): 0.479
Spin multiplicity: 1
HOMO-LUMO gap (eV): 8.0957
Charge: 0
E (eV): -16375.20247
HOMO level (eV): -7.617

---

This record from OMol25 describes a molecular structure, C5H7IN2S in a non-equilibrium geometry. The level of theory is ωB97M-V/def2-TZVPD.

Structure (XYZ):
```
16
Properties=species:S:1:pos:R:3
C -1.982 -0.977 -1.379
I -2.322 -0.720 1.761
H -2.143 -0.572 -2.414
H 1.416 1.935 -1.359
C 1.665 0.889 0.354
N -0.087 0.635 -1.394
C -0.712 -0.332 -0.737
H 1.596 -0.527 2.135
H -0.675 -1.642 1.180
C -0.139 -0.809 0.613
H -1.816 -2.088 -1.492
H 2.768 2.238 2.155
S 3.158 1.801 0.902
C 1.121 -0.199 1.186
N 0.994 1.168 -0.822
H -2.840 -0.799 -0.690
```

LUMO level (eV): -0.528
Spin multiplicity: 1
HOMO-LUMO gap (eV): 6.8691
Charge: 0
E (eV): -27210.99219
HOMO level (eV): -7.397

---

This record from OMol25 describes a molecular structure, C5H7IO4 in a non-equilibrium geometry. The level of theory is ωB97M-V/def2-TZVPD.

Structure (XYZ):
```
17
Properties=species:S:1:pos:R:3
H 0.594 1.936 -1.899
H 1.420 -2.363 2.555
O -0.630 -0.716 2.397
H 0.188 -3.164 1.428
C -0.387 0.481 0.338
H 1.977 -2.970 1.125
O 0.882 -1.402 0.826
C 1.145 -2.563 1.560
H -1.005 3.280 -0.550
C -0.329 1.471 -1.656
H -2.316 2.130 -1.063
O -1.310 1.390 0.517
C -1.371 2.220 -0.678
C -0.048 -0.520 1.389
O 0.007 0.350 -0.939
H -0.827 1.220 -2.551
I 1.902 1.634 1.603
```

LUMO level (alpha / beta) (eV): -1.031 / -1.032
Spin multiplicity: 1
HOMO-LUMO gap (alpha / beta) (eV): 7.2901 / 7.2893
Charge: 0
E (eV): -21586.92123
HOMO level (alpha / beta) (eV): -8.321 / -8.321

---

This record from OMol25 describes a molecular structure, C5H7IS in a non-equilibrium geometry. The level of theory is ωB97M-V/def2-TZVPD.

Structure (XYZ):
```
14
Properties=species:S:1:pos:R:3
H 0.714 -1.918 2.726
H 1.149 -0.842 1.487
H 0.838 3.051 -0.379
H 1.745 -2.581 1.416
C -1.588 0.606 -0.571
S -1.224 2.124 0.217
C -0.684 0.225 -1.475
C 0.227 2.181 -0.627
I -3.405 -0.305 -0.081
C 0.412 1.151 -1.508
H -0.719 -0.685 -2.172
C 0.977 -1.862 1.734
H 1.429 1.098 -1.945
H 0.129 -2.243 1.178
```

LUMO level (eV): 0.462
Spin multiplicity: 1
HOMO-LUMO gap (eV): 9.1683
Charge: 0
E (eV): -24233.38982
HOMO level (eV): -8.706

---

This record from OMol25 describes a molecular structure, C5H7LiNiO3 in a non-equilibrium geometry. The level of theory is ωB97M-V/def2-TZVPD.

Structure (XYZ):
```
17
Properties=species:S:1:pos:R:3
C 3.304 0.654 0.051
H -4.269 -0.451 0.612
H 3.070 1.594 -0.472
C -0.240 -0.259 -0.086
Li -1.666 -2.725 -0.094
H 3.830 0.892 0.982
C -2.637 0.052 -0.616
H -2.895 -0.258 -1.626
H 2.027 -1.134 0.724
H 3.981 0.063 -0.591
C -3.269 -0.030 0.529
O -0.497 -1.271 0.532
O 0.925 0.325 -0.293
C 2.088 -0.102 0.382
O -1.160 0.558 -0.597
H -2.489 -0.115 1.439
Ni -0.105 2.208 -0.877
```

LUMO level (alpha / beta) (eV): -15.548 / -17.742
Spin multiplicity: 4
HOMO-LUMO gap (alpha / beta) (eV): 4.0606 / 5.5954
<S²>: 3.76
Charge: +3
E (eV): -52651.36440
HOMO level (alpha / beta) (eV): -19.608 / -23.338

---

This record from OMol25 describes a molecular structure, C5H7LiO3 in a non-equilibrium geometry. The level of theory is ωB97M-V/def2-TZVPD.

Structure (XYZ):
```
16
Properties=species:S:1:pos:R:3
O -0.738 -0.684 -1.516
C -0.571 -0.741 -0.084
H 1.185 1.539 2.585
C -1.414 0.488 -1.950
H 2.330 1.788 1.248
C 1.354 -0.138 1.263
O -0.367 -1.955 0.299
H -2.971 -0.555 -2.681
H -1.548 -0.092 0.173
C 1.942 1.039 1.958
Li -0.261 -2.406 -1.467
C -2.591 0.496 -2.603
H 1.072 -1.019 1.853
O 0.512 0.164 0.223
H -0.718 1.330 -1.905
H 2.784 0.746 2.605
```

LUMO level (alpha / beta) (eV): 2.131 / 2.127
Spin multiplicity: 2
HOMO-LUMO gap (alpha / beta) (eV): 4.4967 / 4.4999
<S²>: 0.75
Charge: -1
E (eV): -11642.70233
HOMO level (alpha / beta) (eV): -2.366 / -2.373

---

This record from OMol25 describes a molecular structure, C5H7LuO3 in a non-equilibrium geometry. The level of theory is ωB97M-V/def2-TZVPD.

Structure (XYZ):
```
16
Properties=species:S:1:pos:R:3
C -0.365 1.917 0.560
H -2.267 2.912 0.523
O 1.547 -0.403 -0.592
C 0.155 -4.538 0.118
O -0.468 0.431 0.117
H -0.975 3.568 -0.538
H 0.637 2.243 0.269
H -1.835 2.110 -1.024
H 0.176 -4.935 1.135
O -0.749 -2.248 -0.182
C -1.446 2.651 -0.154
Lu 5.405 3.152 -0.769
H 0.485 -5.130 -0.736
C 0.446 -0.258 -0.295
C -0.296 -3.336 -0.082
H -0.450 1.865 1.650
```

LUMO level (alpha / beta) (eV): -12.198 / -15.377
Spin multiplicity: 2
HOMO-LUMO gap (alpha / beta) (eV): 5.2586 / 2.0763
<S²>: 0.76
Charge: +3
E (eV): -45023.71537
HOMO level (alpha / beta) (eV): -17.456 / -17.453

---

This record from OMol25 describes a molecular structure, C5H7MgO4 in a non-equilibrium geometry. The level of theory is ωB97M-V/def2-TZVPD.

Structure (XYZ):
```
17
Properties=species:S:1:pos:R:3
O 1.784 -0.346 0.295
H -0.697 -0.061 -1.183
Mg 1.360 2.755 -1.221
H -1.834 -1.792 1.161
H 0.228 0.861 0.924
O -3.202 0.945 1.082
H -2.589 -1.585 -0.453
H 3.267 0.278 -0.875
C -1.936 -1.110 0.298
C -0.496 -0.744 -0.353
C -2.660 0.013 0.777
O 2.413 1.880 0.117
C 2.286 0.694 -0.565
C 0.455 -0.197 0.709
O 1.438 0.881 -1.648
H -0.163 -1.723 -0.718
H 0.347 -0.749 1.654
```

LUMO level (eV): -5.171
Spin multiplicity: 1
HOMO-LUMO gap (eV): 7.1589
Charge: +1
E (eV): -18924.45031
HOMO level (eV): -12.330